*one*
Density functional theory data (ωB97M-V/def2-TZVPD) for a 2-piece molecular cluster, CH3IO2 overall.

Geometry (Å):
O -2.519 0.784 0.695
C -2.028 -0.215 0.375
O -0.843 -0.344 -0.147
H -2.262 -1.250 0.599
H -0.240 0.468 -0.308
I 3.811 0.427 -1.415
H 4.083 0.130 0.201

Its total charge is 0. The LUMO energy is 0.243 eV. As for the structure (SMILES): O=CO.I. For the molecular weight, the calculation gives 173.9 u. The HOMO energy is -10.33 eV. Its orbital gap is 10.572 eV.



*two*
Density functional theory data (ωB97M-V/def2-TZVPD) for a 2-piece molecular cluster, CH3IO2 overall.

Geometry (Å):
O -0.871 -0.698 -0.351
C -0.554 -0.059 -1.282
I 1.446 0.537 -1.751
H -1.167 0.418 -2.175
O 0.596 -0.305 2.096
H -0.098 -0.551 1.216
H 0.648 0.657 2.247

Its total charge is 0. The LUMO energy is -0.163 eV. As for the structure (SMILES): O=CI.O. For the molecular weight, the calculation gives 173.9 u. The HOMO energy is -10.25 eV. Its orbital gap is 10.087 eV.



Most favorable structure: *one*. The second most favorable one is 0.0301 hartree above it.



*one*
Density functional theory data (ωB97M-V/def2-TZVPD) for one molecule with the formula C5H8FN.

Geometry (Å):
N -1.060 1.625 -0.403
C -0.466 0.596 0.405
C 0.981 0.489 0.046
C 1.215 -0.907 -0.049
C -0.113 -1.630 -0.139
C -1.190 -0.773 -0.013
F -2.372 -1.034 0.014
H -0.474 2.523 -0.100
H -2.070 1.759 -0.150
H -0.669 0.773 1.530
H 1.131 1.205 -0.876
H 1.637 0.945 0.637
H 1.496 -1.319 -1.284
H 2.115 -1.478 0.605
H -0.160 -2.775 -0.223

Its total charge is 0. The LUMO energy is 0.992 eV. As for the structure (SMILES): N[C@@H]1CCC=C1F. For the molecular weight, the calculation gives 101.1 u. The HOMO energy is -8.19 eV. Its orbital gap is 9.182 eV.



*two*
Density functional theory data (ωB97M-V/def2-TZVPD) for C5H8FN as an isolated structure.

Geometry (Å):
C -0.663 -0.207 0.678
C 0.841 -0.225 0.935
C 1.246 0.164 -0.507
C -0.771 -0.922 -0.671
C -0.837 1.060 -0.156
H 1.144 0.506 1.697
H 1.206 -1.213 1.232
H 1.780 1.143 -0.547
H 1.845 -0.589 -1.006
H -1.784 -0.946 -1.064
H -0.239 -1.853 -0.829
H -1.861 1.251 -0.495
H -0.377 2.042 0.185
N -0.069 0.299 -1.198
F -1.463 -0.509 1.747

Its total charge is 0. The LUMO energy is 1.046 eV. For the molecular weight, the calculation gives 101.1 u. The HOMO energy is -9.36 eV. Its orbital gap is 10.410 eV.



Most favorable structure: *two*. The second most favorable one is 0.0902 hartree above it.



*one*
Density functional theory data (ωB97M-V/def2-TZVPD) for a 2-piece molecular cluster, C3H4NO3 overall.

Geometry (Å):
C -2.428 -0.082 0.102
C 2.122 -0.219 0.072
C 1.001 0.755 0.162
N -1.231 -0.403 -0.667
O -3.296 -0.947 -0.076
O -2.603 0.963 0.687
O 1.915 0.837 -0.866
H 2.965 -0.126 0.648
H 1.863 -1.110 -0.323
H 0.566 1.642 0.700
H -0.874 -1.310 -0.441

Its total charge is -1. The LUMO energy (spin up / spin down) is 3.582 / 3.613 eV. For the molecular weight, the calculation gives 102.1 u. The HOMO energy (spin up / spin down) is -3.86 / -3.78 eV. Its orbital gap (spin up / spin down) is 7.438 / 7.392 eV.



*two*
Density functional theory data (ωB97M-V/def2-TZVPD) for an isolated ion of composition C3H4NO3 and charge -1.

Geometry (Å):
O -2.479 -0.297 0.201
C -1.342 -0.498 -0.062
C -0.195 -1.136 -0.041
C 1.120 -0.432 -0.329
O 0.900 0.912 -0.844
N -0.349 1.421 -0.605
O -0.416 2.013 0.644
H -0.132 -2.216 0.404
H 1.835 -0.137 0.522
H 1.784 -0.953 -1.004
H -0.725 1.324 1.114

Its total charge is -1. The LUMO energy is 4.242 eV. As for the structure (SMILES): O=C=CCO[N-]O. For the molecular weight, the calculation gives 102.1 u. The HOMO energy is -2.55 eV. Its orbital gap is 6.796 eV.



*three*
Density functional theory data (ωB97M-V/def2-TZVPD) for a 2-piece molecular cluster, C3H4NO3 overall.

Geometry (Å):
C 2.704 -0.748 -0.138
C -1.427 0.845 -0.334
C -1.265 -0.692 -0.134
N -0.745 1.518 0.853
O 2.574 -1.879 -0.172
O 3.018 0.359 -0.056
O 0.020 1.319 -0.371
H -0.387 -0.999 0.485
H -1.025 -1.164 -1.228
H -2.292 -1.026 0.174
H -1.176 2.467 0.921

Its total charge is -1. The LUMO energy is 3.309 eV. For the molecular weight, the calculation gives 102.1 u. The HOMO energy is -2.10 eV. Its orbital gap is 5.411 eV.



Most favorable structure: *three*. The second most favorable one is 0.0188 hartree above it.